[1]
{"formula": "C44H47N5ORhTe", "method": "ωB97M-V with the def2-TZVPD basis set", "orbital_gap_ev": [5.00, 5.35], "largest_force_ev_per_a": 3.220, "e_tot_ha": -2431.94623, "spin_multiplicity": 2, "s_squared": 0.75, "total_charge": 2, "species": ["Rh", "C", "C", "C", "C", "C", "C", "C", "N", "N", "C", "C", "C", "C", "C", "C", "N", "C", "C", "C", "C", "C", "C", "N", "H", "H", "H", "H", "H", "H", "H", "H", "H", "H", "H", "H", "H", "H", "H", "H", "H", "H", "H", "H", "C", "C", "C", "C", "C", "C", "Te", "N", "C", "O", "C", "C", "C", "C", "C", "C", "C", "C", "C", "C", "C", "C", "C", "C", "C", "C", "C", "C", "H", "H", "H", "H", "H", "H", "H", "H", "H", "H", "H", "H", "H", "H", "H", "H", "H", "H", "H", "H", "H", "H", "H", "H", "H", "H", "H"], "coordinates": [[-0.710, 1.273, -0.524], [-0.514, -1.128, 1.472], [1.064, 0.674, 2.303], [0.798, 2.153, 2.129], [0.918, 3.053, 3.183], [0.592, 4.380, 2.978], [0.133, 4.783, 1.722], [0.072, 3.840, 0.720], [0.425, 2.566, 0.905], [-0.291, -0.976, 0.012], [-1.355, -1.636, -0.767], [-2.652, -0.857, -0.805], [-3.872, -1.448, -0.518], [-5.040, -0.704, -0.643], [-4.941, 0.623, -1.033], [-3.687, 1.148, -1.298], [-2.572, 0.424, -1.208], [1.046, -1.413, -0.411], [1.922, -0.314, -0.968], [3.272, -0.562, -1.163], [4.067, 0.410, -1.749], [3.472, 1.612, -2.123], [2.130, 1.799, -1.869], [1.363, 0.860, -1.300], [-1.573, -1.352, 1.638], [0.076, -1.996, 1.824], [1.701, 0.308, 1.495], [1.577, 0.508, 3.262], [1.250, 2.710, 4.150], [0.680, 5.095, 3.781], [-0.159, 5.803, 1.531], [-0.273, 4.105, -0.278], [-1.537, -2.644, -0.372], [-1.009, -1.720, -1.804], [-3.914, -2.478, -0.200], [-6.003, -1.155, -0.449], [-5.820, 1.238, -1.144], [-3.572, 2.172, -1.632], [0.954, -2.183, -1.186], [1.571, -1.890, 0.425], [3.696, -1.509, -0.864], [5.118, 0.236, -1.907], [4.057, 2.386, -2.589], [1.651, 2.736, -2.119], [7.462, -4.532, 6.291], [6.127, -4.118, 5.783], [4.954, -4.638, 6.324], [3.706, -4.235, 5.885], [2.470, -4.828, 6.478], [3.633, -3.260, 4.884], [1.711, -2.450, 4.426], [-0.228, -0.014, 2.323], [-1.315, 0.940, 2.487], [-1.902, 1.346, 1.438], [-1.668, 1.267, 3.825], [-1.059, 0.597, 4.908], [-1.362, 0.938, 6.204], [-2.277, 1.955, 6.466], [-2.915, 2.598, 5.410], [-2.626, 2.266, 4.106], [0.688, -4.082, 3.514], [1.335, -4.889, 2.566], [2.802, -4.788, 2.298], [0.585, -5.790, 1.832], [-0.787, -5.931, 2.015], [-1.558, -6.946, 1.246], [-1.403, -5.126, 2.967], [-0.694, -4.204, 3.722], [-1.421, -3.418, 4.764], [4.794, -2.740, 4.299], [4.778, -1.758, 3.167], [6.023, -3.194, 4.749], [7.377, -5.121, 7.198], [8.076, -3.656, 6.497], [7.991, -5.127, 5.546], [5.016, -5.357, 7.126], [2.707, -5.392, 7.374], [1.995, -5.503, 5.765], [1.748, -4.051, 6.743], [-0.355, -0.196, 4.684], [-0.885, 0.421, 7.025], [-2.484, 2.252, 7.482], [-3.636, 3.375, 5.617], [-3.115, 2.760, 3.280], [3.130, -3.750, 2.285], [3.044, -5.241, 1.342], [3.375, -5.313, 3.061], [1.086, -6.386, 1.084], [-1.016, -7.272, 0.362], [-2.537, -6.569, 0.957], [-1.724, -7.819, 1.878], [-2.464, -5.221, 3.131], [-1.613, -4.055, 5.627], [-2.381, -3.070, 4.394], [-0.846, -2.553, 5.100], [3.764, -1.415, 2.937], [5.202, -2.221, 2.274], [5.390, -0.890, 3.404], [6.921, -2.814, 4.284]], "atomic_forces_ev_per_a": [[0.98, 0.24, 2.84], [-0.04, -0.61, 0.22], [0.18, 0.21, 0.73], [0.99, 0.25, -0.41], [0.10, -0.16, -0.32], [-0.21, 0.20, -0.49], [0.24, -0.11, 0.47], [0.06, 0.13, -0.25], [-0.70, -0.78, -0.52], [-0.22, 0.73, -0.04], [-0.21, -0.15, -0.08], [-0.12, -0.33, -0.04], [0.06, 0.10, -0.03], [0.24, 0.23, -0.09], [0.08, -0.26, -0.02], [-0.12, 0.25, -0.29], [1.00, -0.40, 0.25], [0.18, -0.09, -0.08], [-0.34, 0.08, -0.05], [0.13, 0.22, -0.09], [-0.47, 0.09, 0.07], [0.20, -0.23, 0.14], [0.13, 0.13, -0.05], [-0.77, -0.12, -0.61], [0.14, -0.12, -0.15], [-0.24, 0.27, -0.09], [-0.08, 0.02, 0.10], [0.06, 0.03, -0.35], [0.01, -0.09, 0.05], [-0.01, 0.08, 0.10], [0.00, 0.07, -0.04], [0.06, 0.01, 0.10], [-0.01, 0.04, -0.16], [-0.02, -0.06, 0.17], [0.06, -0.10, 0.00], [-0.02, 0.01, 0.05], [-0.03, 0.10, -0.03], [0.01, 0.00, 0.08], [0.01, 0.06, 0.11], [-0.08, 0.04, -0.06], [-0.03, -0.11, 0.05], [0.14, -0.01, -0.06], [-0.02, 0.17, -0.06], [-0.06, -0.03, -0.04], [0.31, -0.07, 0.01], [-0.46, 0.07, -0.14], [0.35, 0.12, -0.13], [-0.17, 0.34, -0.09], [-0.08, -0.06, 0.20], [-0.21, 0.21, 0.05], [0.35, -0.12, -0.02], [-0.96, 1.03, -0.01], [-0.15, -1.32, -2.93], [0.21, -0.27, 1.37], [-0.64, 0.57, 1.41], [0.06, -0.08, -0.80], [-0.06, 0.17, 0.42], [0.18, -0.14, -0.34], [-0.09, 0.16, 0.13], [0.39, -0.36, -0.42], [-0.01, 0.15, -0.14], [-0.04, 0.37, 0.10], [0.07, -0.09, -0.13], [-0.36, -0.08, 0.02], [0.28, 0.33, 0.19], [-0.15, -0.22, 0.02], [0.15, -0.18, -0.25], [0.56, -0.01, -0.06], [-0.08, 0.24, 0.12], [-0.40, -0.13, -0.04], [-0.11, 0.24, -0.12], [-0.07, -0.20, 0.22], [0.03, -0.04, 0.08], [0.06, 0.00, 0.06], [0.04, -0.05, -0.01], [0.03, -0.16, 0.12], [0.01, -0.12, 0.09], [-0.12, -0.03, 0.00], [0.03, -0.14, 0.00], [-0.02, 0.04, 0.15], [0.03, -0.04, 0.00], [-0.07, -0.04, 0.10], [-0.08, 0.06, 0.01], [-0.06, 0.11, -0.04], [0.09, 0.03, 0.00], [0.03, -0.09, -0.15], [0.09, 0.08, 0.06], [0.06, -0.18, -0.09], [-0.04, -0.03, -0.07], [-0.06, -0.01, -0.08], [-0.04, -0.11, -0.06], [-0.26, -0.05, 0.05], [-0.02, 0.06, 0.14], [-0.16, 0.03, -0.02], [-0.21, -0.12, 0.08], [0.26, -0.05, -0.02], [0.02, 0.01, -0.09], [0.05, 0.09, -0.01], [0.15, 0.10, -0.01]], "lowdin_charge": [1.093, -0.140, -0.091, -0.245, 0.017, 0.001, -0.010, -0.110, 0.014, -0.172, -0.106, -0.260, 0.012, -0.006, -0.016, -0.098, -0.027, -0.104, -0.252, 0.005, -0.008, -0.023, -0.109, 0.004, 0.150, 0.112, 0.120, 0.092, 0.134, 0.127, 0.122, 0.119, 0.142, 0.144, 0.126, 0.127, 0.122, 0.125, 0.145, 0.132, 0.129, 0.125, 0.120, 0.114, -0.040, -0.252, 0.004, -0.316, -0.079, -0.420, 1.480, -0.059, -0.315, -0.008, -0.146, -0.006, -0.036, -0.020, -0.045, 0.014, -0.414, -0.306, -0.056, -0.011, -0.267, -0.044, -0.017, -0.331, -0.079, -0.323, -0.096, -0.009, 0.081, 0.088, 0.091, 0.121, 0.083, 0.084, 0.043, 0.057, 0.121, 0.121, 0.117, 0.124, 0.034, 0.083, 0.098, 0.119, 0.080, 0.079, 0.095, 0.123, 0.099, 0.082, -0.013, -0.009, 0.085, 0.086, 0.127]}

---

[2]
{"formula": "C44H48BaBrClF4N9O7PSSe", "method": "ωB97M-V with the def2-TZVPD basis set", "orbital_gap_ev": 5.06, "largest_force_ev_per_a": 3.218, "e_tot_ha": -9325.14720, "spin_multiplicity": 1, "total_charge": -2, "species": ["Ba", "O", "C", "O", "C", "C", "Cl", "N", "N", "C", "C", "O", "O", "C", "C", "C", "C", "C", "C", "H", "H", "H", "H", "H", "H", "F", "C", "C", "F", "C", "F", "C", "P", "C", "C", "C", "C", "C", "C", "C", "C", "C", "C", "C", "C", "C", "Br", "C", "F", "H", "H", "H", "H", "H", "H", "H", "H", "H", "H", "Se", "O", "N", "O", "O", "C", "N", "C", "N", "C", "N", "C", "N", "C", "C", "H", "H", "H", "H", "H", "H", "H", "H", "H", "H", "H", "H", "C", "C", "C", "C", "N", "C", "S", "N", "C", "C", "C", "C", "H", "H", "H", "H", "H", "H", "H", "H", "H", "H", "H", "H", "H", "H", "H", "H", "H", "H", "H", "H"], "coordinates": [[0.979, -0.352, -0.506], [7.237, -1.220, -2.429], [6.965, -2.218, -1.671], [7.769, -3.123, -1.412], [5.632, -2.261, -0.994], [5.358, -3.065, 0.082], [6.340, -4.255, 0.865], [4.148, -2.730, 0.596], [3.616, -1.702, -0.129], [4.491, -1.433, -1.078], [4.256, -0.323, -2.038], [5.230, 0.018, -2.785], [3.140, 0.243, -2.098], [3.401, -3.320, 1.678], [2.000, -3.507, 1.667], [1.412, -3.988, 2.848], [2.178, -4.286, 4.001], [3.532, -4.085, 4.000], [4.123, -3.525, 2.851], [6.376, -0.677, -2.536], [1.385, -3.273, 0.809], [0.345, -4.051, 2.962], [1.686, -4.657, 4.891], [4.141, -4.318, 4.882], [5.192, -3.331, 2.786], [-0.659, 6.817, -3.993], [-0.822, 5.519, -3.949], [-2.137, 4.976, -4.086], [-3.170, 5.841, -4.037], [-2.321, 3.646, -4.070], [-3.601, 3.260, -4.216], [-1.270, 2.745, -3.838], [-1.438, 0.945, -3.453], [-2.997, 1.011, -2.518], [-4.252, 0.659, -3.010], [-5.372, 0.740, -2.155], [-5.234, 1.232, -0.817], [-3.994, 1.508, -0.372], [-2.866, 1.361, -1.184], [-1.913, 0.189, -5.043], [-2.712, 0.782, -6.047], [-3.105, 0.133, -7.202], [-2.800, -1.200, -7.304], [-2.042, -1.868, -6.298], [-1.614, -1.196, -5.173], [0.014, 3.270, -3.673], [1.441, 2.167, -3.231], [0.244, 4.637, -3.825], [1.454, 5.193, -3.801], [-4.290, 0.355, -4.012], [-6.329, 0.373, -2.499], [-6.108, 1.309, -0.188], [-3.827, 1.756, 0.683], [-1.791, 1.540, -0.781], [-3.129, 1.815, -5.860], [-3.749, 0.617, -7.995], [-3.146, -1.738, -8.180], [-1.797, -2.940, -6.366], [-0.976, -1.749, -4.468], [-0.737, 0.855, 1.710], [-0.219, -2.439, -1.542], [-0.029, -3.518, -2.264], [-0.976, -3.948, -2.940], [1.062, -4.079, -2.197], [3.339, 2.433, 2.654], [3.456, 1.772, 1.385], [2.853, 2.682, 0.370], [3.490, 3.981, 0.334], [3.331, 4.591, 1.636], [3.942, 3.783, 2.689], [5.334, 3.592, 2.304], [5.533, 2.936, 1.005], [4.847, 1.635, 1.050], [4.924, 3.738, -0.017], [3.849, 1.872, 3.413], [2.236, 2.560, 2.907], [1.819, 2.722, 0.542], [2.997, 2.196, -0.605], [2.253, 4.776, 1.870], [3.808, 5.561, 1.589], [5.772, 2.859, 2.997], [5.912, 4.546, 2.239], [5.386, 0.915, 1.714], [4.913, 1.137, 0.123], [5.144, 3.376, -1.051], [5.391, 4.727, 0.085], [-4.394, 1.769, 3.733], [-3.715, 0.555, 4.405], [-2.389, 0.790, 4.956], [-1.658, -0.530, 5.212], [-1.414, -1.215, 3.965], [-1.617, -2.462, 3.643], [-1.912, -3.720, 4.695], [-1.591, -2.742, 2.265], [-2.314, -3.904, 1.723], [-3.802, -3.798, 1.746], [-4.239, -2.844, 0.625], [-5.606, -2.124, 0.781], [-5.321, 1.422, 3.280], [-3.692, 2.031, 2.954], [-4.572, 2.659, 4.397], [-3.662, -0.293, 3.671], [-4.333, 0.171, 5.241], [-2.382, 1.441, 5.870], [-1.753, 1.351, 4.275], [-2.358, -1.213, 5.697], [-0.700, -0.317, 5.700], [-1.419, -0.576, 3.184], [-1.495, -1.948, 1.672], [-1.965, -4.656, 2.391], [-1.884, -4.091, 0.713], [-4.172, -3.466, 2.750], [-4.405, -4.701, 1.551], [-4.149, -3.268, -0.373], [-3.416, -2.085, 0.581], [-6.240, -2.563, 1.590], [-6.198, -2.179, -0.085], [-5.490, -1.020, 0.911]], "atomic_forces_ev_per_a": [[-0.12, -0.04, 0.15], [0.86, -0.12, -0.24], [1.14, -2.29, 1.15], [-0.81, 1.14, -0.53], [0.35, 0.18, 0.00], [0.12, -0.72, 0.97], [-0.27, 0.21, -0.69], [-0.73, 0.45, -0.79], [-0.22, -0.73, 0.29], [0.18, -0.01, 0.20], [0.23, 1.34, -1.58], [-1.06, -0.24, 0.81], [0.01, -0.54, 0.70], [-0.25, 0.51, 0.91], [0.67, -0.24, 0.84], [0.80, 0.32, 0.35], [-0.83, 0.00, -0.80], [0.96, 0.52, -0.53], [0.17, -0.66, 0.06], [-0.38, 0.80, -0.55], [0.03, -0.09, -0.17], [-0.21, -0.15, -0.35], [-0.15, 0.02, -0.10], [-0.24, 0.22, -0.41], [-0.38, 0.06, 0.48], [0.26, 0.88, 0.02], [-1.40, -2.16, -0.45], [1.66, 2.63, 0.84], [0.22, -0.33, -0.46], [-0.27, -1.38, 0.12], [0.20, -0.29, 0.07], [0.05, -0.01, 0.04], [-0.49, -0.06, 0.04], [-0.30, -0.24, 0.31], [-0.69, 0.53, 2.12], [0.87, 0.20, 0.16], [-1.17, -1.10, -2.44], [1.94, 0.37, 1.52], [1.78, 0.59, 0.22], [-0.81, -0.86, -0.63], [-0.11, 1.96, 1.24], [-0.86, 0.20, -0.47], [0.86, -1.37, 0.29], [-0.75, -0.16, -0.91], [0.58, 0.85, -0.19], [-0.55, 0.53, -0.45], [0.92, 0.00, -0.05], [-0.71, 0.72, 0.09], [0.36, -0.25, 0.18], [-0.58, -0.56, -1.22], [-0.11, 0.18, -0.09], [-0.03, 0.00, 0.12], [0.05, 0.05, -0.41], [-2.12, -0.23, -0.15], [0.82, -1.17, -0.34], [0.90, -0.44, 1.14], [0.13, -0.17, 0.09], [-0.25, 0.61, -0.20], [-0.49, 0.47, -0.01], [0.35, 0.27, -0.78], [0.18, -0.86, -0.77], [-0.67, 0.55, 0.80], [0.70, 0.38, 0.24], [-0.14, 0.12, -0.16], [-2.09, 0.95, 0.89], [-0.48, 0.24, -0.51], [1.29, -1.25, -0.83], [-0.32, -0.63, -1.53], [-0.40, 0.31, 0.17], [0.37, 0.10, -0.45], [1.08, -0.33, -0.08], [0.30, -1.04, -0.05], [0.93, -0.45, 0.92], [-0.24, 1.75, 0.59], [0.06, -0.57, 0.50], [1.28, -0.43, -0.23], [-1.59, 0.38, 0.55], [0.05, 0.14, 0.08], [0.71, -0.42, -0.32], [0.30, 0.41, 0.23], [0.15, 0.65, 0.31], [-0.54, -0.54, 0.49], [-0.47, 0.80, 0.17], [0.13, -0.21, -1.52], [-0.80, -0.04, 0.84], [0.10, 0.01, -0.36], [0.47, -0.37, 0.61], [-2.32, -0.62, -0.20], [2.32, 0.91, 0.78], [-0.34, -0.38, 0.14], [-0.08, 0.67, -0.03], [-0.50, -0.99, -1.68], [-0.06, -0.55, 1.18], [-0.53, -0.11, 1.10], [1.79, -0.02, 0.04], [-2.18, 0.56, -0.38], [0.71, 1.90, 0.21], [0.59, 0.38, 1.38], [-0.21, 0.29, -0.04], [0.03, 0.51, -0.42], [0.17, -0.94, -0.46], [-0.12, 0.84, 0.38], [-0.12, 0.03, -0.35], [-0.24, -0.77, -0.35], [-0.03, 0.13, -0.45], [0.52, 0.06, 1.08], [-0.34, -0.43, 0.40], [0.62, 0.70, -0.97], [0.05, 0.98, -0.43], [-0.01, -1.23, 0.15], [-0.50, 0.10, 0.52], [0.52, 0.07, -0.75], [0.88, -0.39, 0.27], [-0.16, -0.63, 0.06], [-0.86, -0.04, 0.05], [0.64, 0.44, -0.33], [-0.73, -0.37, -1.44], [0.04, -0.90, 0.42]], "lowdin_charge": [1.324, 0.131, -0.524, 0.001, -0.046, -0.530, 0.792, -0.056, 0.097, -0.159, -0.568, 0.033, -0.288, -0.179, 0.018, -0.042, -0.080, -0.086, -0.065, -0.002, 0.083, 0.050, 0.100, 0.104, 0.059, 0.140, -0.140, -0.128, 0.103, -0.220, 0.087, -0.294, 1.064, -0.391, -0.084, -0.060, -0.106, -0.106, -0.131, -0.350, -0.108, -0.119, -0.102, -0.073, -0.085, -0.598, 0.925, -0.257, 0.084, 0.071, 0.086, 0.095, 0.081, 0.020, 0.110, 0.119, 0.091, 0.111, 0.098, -0.324, -0.366, -0.593, -0.031, -0.015, -0.186, -0.074, -0.215, -0.079, -0.195, -0.087, -0.196, -0.100, -0.188, -0.165, 0.114, 0.135, 0.067, 0.075, 0.142, 0.109, 0.119, 0.129, 0.141, 0.092, 0.146, 0.111, -0.103, -0.297, -0.278, -0.202, -0.044, -0.869, 0.581, -0.014, -0.264, -0.220, -0.246, -0.099, 0.055, 0.028, 0.080, 0.120, 0.110, 0.125, 0.027, 0.078, 0.120, -0.131, 0.025, 0.038, 0.134, 0.103, 0.111, 0.103, 0.102, 0.074, 0.028, 0.058]}